# 1
10 unconnected molecules or ions with the total composition C54H132N8O2 in a non-equilibrium geometry, computed with the ωB97M-V functional and the def2-TZVPD basis.

```
! RIJCOSX wB97M-V def2-TZVPD def2/J DEFGRID3
* xyz -1 2
C -5.800 -0.297 0.120
C -6.653 0.925 -0.188
N -7.455 1.037 1.015
C -6.699 1.923 1.894
C -6.821 3.431 1.808
C -8.826 1.501 0.827
C -9.695 1.320 2.035
H -5.238 -0.419 -0.806
H -6.327 -1.198 0.431
H -5.023 0.018 0.818
H -6.001 1.778 -0.376
H -7.202 0.727 -1.109
H -6.928 1.593 2.907
H -5.650 1.656 1.768
H -6.283 3.863 2.652
H -6.687 3.834 0.804
H -7.833 3.633 2.160
H -9.285 0.928 0.020
H -8.767 2.529 0.469
H -9.900 0.256 2.144
H -10.678 1.782 1.943
H -9.254 1.719 2.949
C -3.819 -1.424 2.788
C -3.730 -2.216 4.141
N -2.517 -3.022 4.117
C -2.843 -4.410 3.672
C -1.599 -5.328 3.338
C -1.668 -2.953 5.331
C -1.188 -1.517 5.651
H -4.745 -0.848 2.805
H -3.767 -2.038 1.890
H -3.023 -0.685 2.701
H -3.762 -1.563 5.013
H -4.602 -2.844 4.323
H -3.404 -4.899 4.469
H -3.512 -4.339 2.814
H -1.093 -5.175 2.385
H -0.823 -5.301 4.103
H -2.038 -6.321 3.444
H -0.790 -3.564 5.121
H -2.206 -3.265 6.227
H -1.912 -0.708 5.743
H -0.379 -1.275 4.962
H -0.505 -1.423 6.496
C -0.447 5.875 1.894
C -0.461 6.597 0.546
N -1.806 6.544 -0.085
C -2.146 5.222 -0.658
C -3.588 4.887 -0.483
C -1.936 7.572 -1.149
C -3.384 7.970 -1.610
H -0.226 4.815 1.769
H -1.428 6.000 2.352
H 0.392 6.193 2.514
H -0.239 7.649 0.723
H 0.331 6.230 -0.107
H -1.879 5.044 -1.700
H -1.569 4.487 -0.097
H -3.928 5.142 0.521
H -4.243 5.502 -1.101
H -3.866 3.839 -0.596
H -1.359 7.186 -1.989
H -1.409 8.489 -0.884
H -3.293 8.804 -2.306
H -4.066 8.336 -0.842
H -3.915 7.240 -2.220
C 0.214 -2.131 2.319
C 0.400 -0.620 2.232
N 0.229 -0.057 0.815
C 1.183 -0.525 -0.254
C 2.679 -0.219 0.100
C -1.119 -0.101 0.241
C -1.909 1.170 0.559
H 0.562 -2.446 3.303
H 0.797 -2.790 1.675
H -0.771 -2.538 2.091
H -0.307 -0.082 2.863
H 1.370 -0.266 2.583
H 0.990 0.131 -1.103
H 0.904 -1.555 -0.475
H 2.785 0.773 0.539
H 3.304 -0.397 -0.775
H 2.962 -0.978 0.828
H -1.262 -0.287 -0.824
H -1.758 -0.862 0.687
H -1.961 1.250 1.645
H -1.545 2.131 0.194
H -2.973 1.067 0.343
C -0.468 -4.272 -1.732
C -0.828 -5.739 -1.702
N 0.356 -6.568 -1.556
C 1.096 -6.829 -2.830
C 0.460 -7.894 -3.715
C 0.192 -7.777 -0.751
C 1.530 -8.379 -0.490
H -1.292 -3.598 -1.498
H 0.038 -4.060 -2.674
H 0.274 -4.162 -0.941
H -1.398 -5.804 -0.775
H -1.439 -6.020 -2.559
H 1.159 -5.902 -3.401
H 2.159 -7.031 -2.702
H 0.920 -7.693 -4.683
H 0.745 -8.921 -3.488
H -0.630 -7.939 -3.716
H -0.411 -8.601 -1.134
H -0.097 -7.439 0.244
H 1.757 -8.899 -1.420
H 1.599 -9.075 0.346
H 2.339 -7.661 -0.350
C 7.291 5.578 -1.661
C 6.498 5.475 -0.322
N 5.780 4.195 -0.265
C 4.736 4.169 -1.261
C 3.717 3.014 -1.025
C 6.676 3.040 -0.261
C 7.751 3.007 0.813
H 6.631 5.973 -2.434
H 7.909 4.748 -2.001
H 7.930 6.461 -1.628
H 7.238 5.695 0.448
H 5.801 6.297 -0.163
H 4.203 5.108 -1.113
H 5.072 4.155 -2.298
H 3.963 1.964 -1.184
H 3.292 2.969 -0.022
H 2.801 3.208 -1.583
H 7.136 2.835 -1.228
H 6.099 2.122 -0.147
H 8.253 2.047 0.937
H 7.304 3.433 1.711
H 8.487 3.776 0.579
C 5.570 1.706 3.226
C 4.643 0.515 3.526
N 5.438 -0.559 4.188
C 6.610 -1.036 3.515
C 6.371 -1.400 2.045
C 5.539 -0.469 5.649
C 4.882 -1.583 6.392
H 4.978 2.444 2.686
H 6.424 1.423 2.610
H 5.924 2.194 4.134
H 3.801 0.886 4.109
H 4.188 0.235 2.576
H 7.440 -0.331 3.481
H 6.903 -1.995 3.944
H 5.927 -0.538 1.548
H 7.359 -1.474 1.590
H 5.771 -2.306 1.961
H 5.180 0.524 5.921
H 6.570 -0.449 6.002
H 5.000 -1.456 7.468
H 5.211 -2.576 6.085
H 3.825 -1.367 6.235
C -4.901 2.101 -7.009
C -4.456 0.679 -6.573
N -4.240 0.477 -5.122
C -4.552 -0.889 -4.671
C -6.015 -0.941 -4.239
C -3.016 1.058 -4.551
C -3.321 1.253 -3.071
H -5.735 2.448 -6.399
H -5.200 1.994 -8.051
H -4.069 2.788 -6.858
H -5.221 -0.037 -6.874
H -3.579 0.363 -7.140
H -4.002 -1.295 -3.822
H -4.365 -1.621 -5.457
H -6.269 -1.974 -4.004
H -6.649 -0.706 -5.094
H -6.236 -0.349 -3.351
H -2.367 0.185 -4.615
H -2.545 1.880 -5.091
H -3.466 0.297 -2.568
H -2.501 1.791 -2.595
H -4.216 1.820 -2.817
C 3.713 1.187 -3.725
C 4.082 0.605 -5.008
O 3.382 -0.232 -5.545
C 5.334 1.070 -5.689
H 4.653 1.606 -3.367
H 3.363 0.385 -3.075
H 2.998 1.956 -4.016
H 5.504 2.145 -5.751
H 5.362 0.622 -6.682
H 6.089 0.594 -5.064
C 3.418 -4.419 0.266
C 4.663 -5.214 -0.120
O 5.396 -5.486 0.774
C 4.911 -5.577 -1.575
H 3.470 -4.161 1.324
H 2.500 -4.967 0.053
H 3.400 -3.479 -0.286
H 5.579 -6.433 -1.474
H 5.495 -4.787 -2.046
H 4.043 -5.844 -2.177
*
```

Computed properties:
Molar mass in g/mol: 925.704
E_tot in eV: -74146.8206
Frontier orbital gap (alpha / beta) in hartree: 0.0541 / 0.2980


# 2
A single C5H7NOS molecule in a non-equilibrium geometry, computed with the ωB97M-V functional and the def2-TZVPD basis.

```
! RIJCOSX wB97M-V def2-TZVPD def2/J DEFGRID3
* xyz 0 1
C -1.252 1.759 -0.207
C -1.158 -0.605 0.391
C 0.337 -0.441 0.650
C 1.258 -1.240 -0.164
C 2.585 -0.956 -0.224
H -1.967 2.428 -0.727
H -0.702 2.168 0.630
H -0.439 1.547 -0.953
H -2.795 0.354 -0.080
H 0.794 -2.141 -0.621
H 2.915 -0.023 0.236
H 3.324 -1.588 -0.705
N -1.791 0.480 0.021
O 0.770 0.417 1.429
S -1.880 -2.157 0.323
*
```

Computed properties:
Molar mass in g/mol: 129.184
SMILES: C=CC(=O)C(=S)NC
E_tot in eV: -19669.8120
Frontier orbital gap in hartree: 0.2870


# 3
A molecular structure, C10H26B3BeBrClFKLiMgO15P2 in a non-equilibrium geometry, computed with the ωB97M-V functional and the def2-TZVPD basis.

```
! RIJCOSX wB97M-V def2-TZVPD def2/J DEFGRID3
* xyz 0 1
C 7.347 -5.484 -1.532
C 6.569 -4.547 -0.734
C 5.788 -3.316 -1.367
B 4.177 -3.616 -1.613
O 3.136 -2.742 -1.106
B 1.924 -3.445 -0.898
Cl 0.756 -3.152 0.511
O 1.508 -4.470 -1.795
B 2.672 -5.337 -1.839
C 2.705 -6.854 -1.246
O 3.751 -6.816 -0.220
O 4.852 -7.461 -0.654
O 3.887 -4.790 -2.402
H 8.095 -6.188 -0.989
H 7.310 -5.540 -2.655
H 6.583 -4.713 0.412
H 5.868 -2.404 -0.695
H 6.262 -3.146 -2.389
H 1.662 -7.181 -0.744
H 3.018 -7.535 -2.090
H 5.099 -7.143 -1.561
F 2.380 -3.274 -3.825
Mg 0.580 -0.902 0.328
O 0.680 2.159 1.433
H 1.335 2.846 1.583
K 6.973 -7.490 -0.162
C -4.625 -1.325 -4.191
C -4.040 -0.891 -2.856
C -2.571 -0.519 -2.989
O -4.180 -1.948 -1.910
H -4.108 -2.212 -4.576
H -5.676 -1.597 -4.078
H -4.549 -0.527 -4.934
H -4.598 -0.035 -2.470
H -1.979 -1.379 -3.333
H -2.162 -0.221 -2.021
H -2.431 0.303 -3.695
H -3.692 -2.713 -2.238
C -4.717 6.086 2.675
O -3.461 5.890 3.336
P -2.191 5.411 2.284
O -1.390 4.812 3.426
O -1.747 6.960 2.007
C -2.062 8.000 2.932
O -1.042 4.919 1.088
C -1.490 3.856 0.279
H -5.430 6.481 3.397
H -4.609 6.798 1.851
H -5.081 5.134 2.284
H -1.997 7.677 3.968
H -3.060 8.383 2.715
H -1.355 8.815 2.772
H -2.390 4.158 -0.280
H -1.720 2.972 0.914
H -0.702 3.589 -0.427
Br 1.096 -8.628 -0.516
O -2.106 7.143 8.387
P -2.648 6.983 6.964
O -2.095 8.088 6.059
O -4.176 7.069 6.998
O -2.219 5.618 6.419
Be -2.640 1.976 0.077
Li -1.073 -2.582 -4.071
*
```

Computed properties:
Molar mass in g/mol: 694.398
E_tot in eV: -169751.9224
Frontier orbital gap in hartree: 0.0715


- Among the records above, which one has the highest molar mass?
  C54H132N8O2